One molecule with the formula C3H6F2N2 at a distorted geometry. Source: OMol25; level of theory: ωB97M-V/def2-TZVPD.

XYZ file:
```
13
Properties=species:S:1:pos:R:3:forces:R:3
C 0.337 -0.322 -0.467 0.08 0.68 -0.98
C -0.465 -0.928 1.042 0.63 0.57 -1.89
C 0.537 2.181 -0.068 -0.79 1.39 -0.35
N 0.008 1.074 -0.535 -0.83 -2.44 -2.03
N 0.255 -0.802 2.139 1.44 -0.73 1.07
F -0.279 3.256 -0.437 1.15 -0.91 0.94
F 1.266 -1.826 2.078 -0.25 0.34 -0.03
H 1.422 -0.529 -0.667 -0.84 0.23 1.35
H -0.136 -0.889 -1.331 0.01 1.02 1.19
H -1.268 -0.257 1.191 -1.05 0.76 -0.29
H -0.769 -1.821 0.549 -0.12 -1.35 0.47
H 1.076 2.213 0.854 0.33 0.36 0.41
H -0.825 1.250 -1.093 0.25 0.08 0.15
```
Forces are in eV/Å.

E_tot, eV: -11617.1863
Multiplicity: 1
Frontier orbital gap (alpha / beta), eV: 8.96 / 6.01
HOMO (alpha / beta), eV: -8.56 / -6.89


C42H44Br2MnN3P2S as an isolated structure. Source: OMol25; level of theory: ωB97M-V/def2-TZVPD.

XYZ file:
```
95
Properties=species:S:1:pos:R:3:forces:R:3
Mn -0.434 0.768 -1.707 0.09 -0.37 -0.58
Br -3.929 6.143 -4.000 -0.01 -0.02 0.00
C -3.048 4.664 -3.255 0.04 0.05 0.00
C -3.727 3.479 -3.038 -0.04 -0.01 -0.02
C -3.016 2.424 -2.499 0.03 -0.03 -0.05
N -1.726 2.502 -2.174 -0.01 0.21 0.17
C -1.072 3.658 -2.379 -0.27 -0.06 -0.01
C -1.705 4.762 -2.928 -0.02 -0.04 -0.03
C 0.361 3.682 -1.994 0.33 -0.06 0.11
C 1.086 4.863 -1.916 -0.02 0.00 0.01
C 2.415 4.803 -1.530 -0.03 0.03 -0.02
Br 3.404 6.387 -1.363 0.01 0.00 0.01
C 3.002 3.583 -1.252 0.02 -0.05 -0.01
C 2.209 2.457 -1.352 -0.02 -0.01 0.00
N 0.925 2.498 -1.702 -0.07 0.15 -0.01
H -4.772 3.371 -3.288 0.00 0.00 0.00
H -3.499 1.468 -2.335 0.01 -0.01 0.01
H -1.177 5.683 -3.120 0.02 -0.01 0.00
H 0.634 5.821 -2.122 -0.02 -0.01 0.00
H 4.036 3.506 -0.951 0.00 0.01 0.00
H 2.618 1.476 -1.133 0.00 0.00 -0.02
C 2.139 -4.263 3.561 -0.04 -0.02 0.03
S 0.609 -4.346 4.513 0.02 0.04 -0.02
C 0.098 -2.609 4.515 0.01 -0.04 -0.01
C -0.357 -2.041 3.166 0.02 0.01 0.00
C 0.766 -1.263 2.478 0.01 -0.03 0.00
N 0.396 -0.620 1.201 -0.07 -0.05 0.01
P -0.304 0.925 1.094 -0.07 0.15 0.06
C -1.537 1.016 2.424 0.00 0.01 -0.05
C -2.838 0.619 2.117 0.02 0.00 0.02
C -3.807 0.561 3.106 0.02 0.00 -0.02
C -3.481 0.911 4.409 0.01 0.01 0.01
C -2.193 1.328 4.720 0.00 0.00 0.01
C -1.222 1.382 3.731 0.01 0.01 0.01
C 0.956 2.117 1.643 -0.02 0.04 -0.07
C 2.275 1.786 1.932 -0.01 -0.01 0.06
C 3.209 2.780 2.198 0.01 0.02 0.01
C 2.837 4.114 2.160 -0.03 -0.01 0.01
C 1.520 4.456 1.869 0.00 -0.02 0.02
C 0.587 3.464 1.614 0.06 0.01 0.01
P 0.316 -1.404 -0.317 0.12 -0.09 0.16
C -0.572 -2.957 -0.028 -0.04 0.08 -0.04
C -1.964 -2.883 -0.018 0.00 -0.03 0.03
C -2.723 -3.988 0.331 0.01 0.00 0.00
C -2.092 -5.180 0.664 0.02 0.02 -0.01
C -0.706 -5.267 0.633 -0.02 -0.01 0.01
C 0.053 -4.161 0.284 0.03 -0.03 0.03
C 1.997 -1.954 -0.719 -0.03 0.03 -0.05
C 2.147 -2.788 -1.830 0.04 0.01 0.00
C 3.410 -3.153 -2.265 -0.02 0.01 0.01
C 4.538 -2.684 -1.602 -0.02 0.00 0.00
C 4.397 -1.847 -0.506 0.02 -0.01 -0.01
C 3.131 -1.478 -0.070 0.01 0.00 0.03
H 2.614 -5.239 3.648 0.01 0.00 -0.01
H 2.814 -3.512 3.973 0.01 0.00 0.00
H 1.954 -4.063 2.506 0.01 -0.01 0.00
H 0.905 -2.010 4.947 -0.01 0.02 0.01
H -0.725 -2.581 5.229 0.00 -0.01 0.00
H -1.210 -1.377 3.317 0.03 0.01 0.01
H -0.697 -2.858 2.533 -0.04 -0.03 -0.03
H 1.618 -1.920 2.290 0.00 0.02 -0.01
H 1.118 -0.481 3.158 0.00 0.01 -0.01
H -3.087 0.345 1.097 -0.01 0.00 0.00
H -4.813 0.247 2.863 0.00 0.00 0.00
H -4.235 0.868 5.184 0.00 0.00 0.00
H -1.944 1.609 5.735 0.00 0.00 0.00
H -0.218 1.708 3.976 -0.01 0.00 0.01
H 2.577 0.748 1.962 0.00 0.03 0.00
H 4.229 2.508 2.437 0.00 0.00 0.00
H 3.566 4.888 2.362 0.00 0.00 0.00
H 1.221 5.496 1.845 0.01 0.01 0.00
H -0.440 3.737 1.389 0.00 0.01 -0.01
H -2.455 -1.951 -0.278 -0.01 -0.01 0.00
H -3.803 -3.923 0.341 0.00 -0.01 0.00
H -2.681 -6.044 0.941 0.00 0.00 0.00
H -0.215 -6.196 0.891 -0.01 -0.01 0.00
H 1.134 -4.233 0.269 -0.03 0.00 -0.01
H 1.271 -3.152 -2.355 0.01 0.00 0.00
H 3.513 -3.802 -3.125 0.01 0.00 0.00
H 5.524 -2.972 -1.942 0.00 0.00 0.00
H 5.273 -1.482 0.015 0.00 0.00 0.00
H 3.030 -0.822 0.784 0.00 -0.02 -0.02
C -1.473 -1.205 -5.664 0.00 -0.02 0.00
C -1.662 -0.498 -4.324 -0.09 0.01 0.08
C -2.486 -1.376 -3.381 0.09 0.00 -0.06
C -0.334 -0.091 -3.679 0.00 0.12 0.24
H -2.427 -1.469 -6.127 0.00 0.00 -0.02
H -0.899 -2.126 -5.524 -0.02 0.00 0.00
H -0.917 -0.575 -6.359 0.00 0.00 -0.01
H -2.248 0.412 -4.519 0.01 0.02 0.01
H -1.936 -2.292 -3.138 -0.01 0.01 0.02
H -3.446 -1.667 -3.812 0.00 0.00 0.00
H -2.681 -0.859 -2.433 -0.04 0.00 0.03
H 0.180 0.617 -4.347 0.01 -0.01 -0.01
H 0.321 -0.977 -3.654 -0.01 -0.02 0.01
```
Forces are in eV/Å.

E_tot, eV: -249553.3561
Net charge: +1
Multiplicity: 6
Frontier orbital gap (alpha / beta), eV: 5.83 / 6.96
HOMO (alpha / beta), eV: -9.01 / -10.24


C21H15AsO3Sr as an isolated structure at a distorted geometry. Source: OMol25; level of theory: ωB97M-V/def2-TZVPD.

XYZ file:
```
41
Properties=species:S:1:pos:R:3:forces:R:3
O 3.636 -1.325 -4.714 0.05 1.15 1.66
C 3.667 -0.679 -3.779 -0.06 -1.11 -1.59
Sr 2.992 1.524 0.659 -0.46 -0.50 -0.22
C 3.466 3.253 -1.883 0.89 3.21 -3.21
C 5.717 0.323 0.719 3.90 -1.35 0.92
O 3.674 4.027 -2.717 -0.91 -3.33 3.44
O 6.779 -0.067 0.930 -4.01 1.42 -0.88
C -2.556 -3.771 -1.342 0.43 0.45 -0.31
C -2.218 -2.848 -2.346 -0.01 0.42 0.31
C -1.397 -1.746 -2.045 0.08 0.02 -0.02
C -0.834 -1.578 -0.762 -0.62 -0.22 -0.57
C -1.281 -2.436 0.251 0.32 0.08 -0.05
C -2.090 -3.550 -0.047 -0.05 0.46 -0.02
As 0.397 0.001 -0.556 -1.79 -0.41 0.82
C -1.024 1.406 -0.642 1.03 0.34 0.40
C -0.702 2.524 -1.429 -0.13 0.10 0.12
C -1.669 3.513 -1.659 0.08 -0.02 0.02
C -2.934 3.412 -1.059 0.56 -0.17 -0.29
C -3.211 2.350 -0.193 0.50 -0.07 -0.08
C -2.249 1.356 0.033 -0.05 0.28 -0.15
C 0.845 -0.195 1.418 -0.20 0.08 -0.90
C 0.329 0.643 2.412 0.01 -0.08 -0.22
C 0.720 0.450 3.739 -0.34 0.29 0.10
C 1.617 -0.556 4.068 0.11 0.07 0.34
C 2.133 -1.388 3.080 0.07 -0.45 -0.17
C 1.747 -1.225 1.749 -0.28 0.04 -0.10
H -3.206 -4.616 -1.578 0.29 0.27 0.16
H -2.636 -2.946 -3.356 0.22 0.05 0.51
H -1.272 -0.942 -2.780 0.21 -0.57 0.00
H -1.059 -2.185 1.286 0.23 -0.40 -0.05
H -2.401 -4.221 0.752 0.09 0.22 -0.09
H 0.323 2.638 -1.831 -0.76 -0.16 -0.10
H -1.422 4.357 -2.318 -0.22 -0.36 0.38
H -3.687 4.167 -1.274 0.13 -0.16 0.12
H -4.168 2.304 0.315 0.10 -0.03 -0.04
H -2.437 0.586 0.774 -0.15 -0.18 -0.30
H -0.463 1.346 2.144 0.34 0.02 0.17
H 0.256 1.054 4.518 0.20 -0.14 -0.13
H 1.866 -0.730 5.114 0.03 0.06 -0.27
H 2.764 -2.234 3.348 -0.06 0.22 0.01
H 1.986 -1.993 0.999 0.21 0.46 0.28
```
Forces are in eV/Å.

E_tot, eV: -89820.9656
Net charge: +2
Multiplicity: 1
Frontier orbital gap, eV: 6.59
HOMO, eV: -14.09


C30H28N7O4RuS4 as an isolated structure. Source: OMol25; level of theory: ωB97M-V/def2-TZVPD.

XYZ file:
```
74
Properties=species:S:1:pos:R:3:forces:R:3
Ru 0.068 -0.458 0.711 -0.30 -0.55 0.16
S 0.985 -2.608 0.510 0.22 0.39 0.15
C 2.541 -2.017 -0.039 -0.08 0.00 -0.18
N 3.649 -2.682 -0.025 0.02 -0.07 -0.02
N 3.605 -3.909 0.467 -0.01 0.07 0.02
C 4.770 -4.664 0.617 0.02 -0.02 -0.01
C 5.997 -4.217 0.136 -0.01 0.00 0.00
C 7.120 -5.012 0.299 0.00 0.00 0.00
C 7.039 -6.244 0.933 0.00 0.00 0.00
C 5.811 -6.682 1.408 0.00 0.00 0.00
C 4.680 -5.900 1.254 0.00 0.01 0.00
N 2.711 -0.737 -0.561 0.00 0.00 -0.05
N 1.778 0.078 -0.387 -0.06 0.04 0.12
C 1.990 1.324 -1.061 -0.09 0.11 0.06
C 1.509 2.499 -0.481 0.03 -0.05 -0.05
C 1.630 3.703 -1.163 0.01 -0.03 -0.01
C 2.236 3.732 -2.407 0.00 0.01 0.00
C 2.739 2.568 -2.974 -0.01 0.01 -0.01
C 2.616 1.367 -2.301 -0.09 -0.03 -0.02
H 2.746 -4.227 0.904 0.00 -0.01 -0.01
H 6.055 -3.258 -0.357 0.00 0.00 0.00
H 8.072 -4.660 -0.077 0.00 0.00 0.00
H 7.923 -6.857 1.053 0.00 0.00 0.00
H 5.731 -7.641 1.904 0.00 0.00 0.00
H 3.721 -6.244 1.626 0.00 0.00 0.00
H 0.395 3.140 0.968 -0.07 -0.11 -0.03
H 1.256 4.610 -0.702 -0.01 0.00 -0.01
H 2.321 4.673 -2.935 -0.01 0.00 0.00
H 3.207 2.594 -3.949 0.01 0.00 0.00
H 2.963 0.440 -2.736 0.00 -0.01 0.01
C 2.979 1.293 2.536 0.13 0.02 0.12
C 1.869 0.680 3.320 0.08 0.00 -0.07
N 0.906 -0.046 2.829 -0.20 0.03 0.06
C 0.023 -0.450 3.808 0.01 0.05 0.02
C 0.324 -0.028 5.059 -0.02 -0.02 0.03
S 1.752 0.906 5.018 0.02 -0.01 0.00
C -1.129 -1.239 3.386 0.00 0.02 0.01
C -2.050 -1.860 4.163 0.01 0.03 -0.01
S -3.221 -2.613 3.177 -0.02 0.02 0.02
C -2.417 -2.072 1.768 -0.06 -0.02 -0.01
N -1.348 -1.370 2.030 0.09 -0.03 -0.08
C -2.911 -2.436 0.414 0.02 -0.03 -0.02
H 3.151 0.724 1.627 0.00 0.00 0.00
H 3.900 1.309 3.117 0.00 -0.03 0.03
H 2.718 2.315 2.260 0.06 -0.10 0.04
H -0.218 -0.199 5.973 -0.01 0.00 0.00
H -2.095 -1.897 5.238 0.00 -0.01 0.00
H -3.986 -2.613 0.434 0.00 -0.02 -0.01
H -2.410 -3.340 0.064 0.01 0.02 -0.01
H -2.695 -1.642 -0.293 -0.01 0.03 0.03
C -7.536 -0.340 3.187 0.00 0.00 0.00
C -6.223 0.242 2.739 0.00 0.00 -0.01
C -5.220 0.544 3.650 0.01 0.00 0.00
C -4.011 1.091 3.235 0.01 -0.03 0.01
C -3.803 1.344 1.891 0.00 0.01 -0.04
C -4.799 1.059 0.963 0.01 0.02 -0.01
C -5.994 0.509 1.387 0.00 0.00 0.02
S -2.227 1.947 1.329 -0.05 0.25 -0.19
O -1.418 2.081 2.520 0.06 -0.01 0.06
O -2.469 3.134 0.535 -0.05 -0.10 0.07
N -1.640 0.789 0.451 0.65 0.12 -0.03
C -1.775 0.643 -0.991 0.01 0.05 -0.07
C -0.704 -0.432 -1.149 -0.01 -0.04 -0.17
O -0.367 -0.943 -2.184 -0.07 -0.08 0.02
O 1.001 2.411 0.772 -0.27 0.10 0.02
H -7.495 -0.647 4.232 0.00 0.00 0.00
H -7.808 -1.209 2.586 0.00 0.00 0.00
H -8.339 0.392 3.085 0.00 0.00 0.00
H -5.384 0.349 4.704 0.00 0.00 0.00
H -3.225 1.321 3.942 0.00 0.00 0.00
H -4.637 1.278 -0.086 -0.01 0.01 0.00
H -6.769 0.288 0.662 0.00 0.00 0.00
H -1.527 1.549 -1.556 0.05 -0.03 -0.01
H -2.755 0.289 -1.340 -0.04 0.04 0.05
```
Forces are in eV/Å.

E_tot, eV: -96107.6237
Multiplicity: 2
Frontier orbital gap (alpha / beta), eV: 6.66 / 6.58
HOMO (alpha / beta), eV: -7.24 / -7.21


C21H15F3N3O3STe4W as an isolated structure. Source: OMol25; level of theory: ωB97M-V/def2-TZVPD.

XYZ file:
```
51
Properties=species:S:1:pos:R:3:forces:R:3
W -0.060 -0.280 -0.536 -0.75 0.11 -0.08
C -4.857 0.637 2.886 0.00 0.00 0.00
O -3.630 0.335 2.268 -0.01 0.00 0.00
C -3.072 -0.875 2.556 0.04 0.00 -0.01
C -3.623 -1.807 3.399 0.01 -0.01 0.00
C -2.981 -3.041 3.625 -0.03 0.01 0.02
C -1.806 -3.314 2.985 0.05 0.02 -0.04
C -1.229 -2.380 2.102 -0.05 -0.04 0.04
C 0.018 -2.690 1.457 -0.01 -0.01 -0.02
N 0.384 -1.973 0.476 0.03 -0.01 -0.02
N 1.551 -1.888 -0.246 0.25 -0.05 0.00
C 2.064 -0.662 0.098 0.30 -0.12 0.04
O 1.464 0.047 1.002 -0.05 0.00 0.08
C 3.346 -0.248 -0.510 -0.01 0.03 0.03
C 3.962 -1.014 -1.496 -0.01 -0.02 -0.01
C 5.162 -0.592 -2.040 0.01 0.01 0.00
C 5.749 0.592 -1.609 0.00 -0.01 -0.01
C 5.131 1.357 -0.630 -0.01 0.00 0.01
C 3.928 0.938 -0.079 0.02 -0.01 -0.02
C -1.831 -1.118 1.879 0.00 0.06 -0.01
O -1.354 -0.159 1.149 -0.01 -0.08 0.02
H -5.140 1.626 2.533 0.00 0.00 0.00
H -4.765 0.656 3.977 0.00 0.00 0.00
H -5.636 -0.081 2.609 0.00 0.00 0.00
H -4.561 -1.603 3.896 0.00 -0.01 0.01
H -3.429 -3.763 4.295 0.00 0.00 0.00
H -1.301 -4.262 3.136 -0.01 0.00 0.00
H 0.646 -3.511 1.792 0.02 0.01 0.00
H 3.477 -1.917 -1.841 0.00 0.00 0.00
H 5.635 -1.180 -2.817 0.00 0.00 0.00
H 6.684 0.922 -2.045 0.00 0.00 0.00
H 5.581 2.285 -0.300 0.00 0.00 0.00
H 3.421 1.523 0.677 0.00 0.00 0.00
Te -2.036 -2.040 -1.493 0.12 0.05 -0.04
Te -0.523 -3.669 -3.013 -0.05 -0.09 0.08
Te -0.060 -1.807 -4.891 0.01 0.06 0.06
Te 0.740 0.155 -3.119 0.04 -0.04 -0.20
F -1.737 5.932 -1.830 0.00 0.00 0.00
C -0.891 4.912 -1.559 0.02 0.01 0.00
F -0.018 4.859 -2.577 0.00 0.00 0.00
F -0.197 5.276 -0.465 0.00 0.00 0.00
C -1.631 3.625 -1.367 -0.11 -0.07 0.01
C -3.007 3.580 -1.437 0.04 0.05 -0.01
C -3.676 2.379 -1.224 -0.03 -0.04 0.01
C -2.933 1.244 -0.987 0.05 0.05 -0.03
N -1.601 1.271 -0.963 -0.05 0.07 0.03
C -0.936 2.437 -1.080 0.23 -0.03 0.05
S 0.732 2.182 -0.808 -0.02 0.09 0.01
H -3.558 4.486 -1.645 -0.01 -0.01 0.00
H -4.754 2.322 -1.248 0.00 0.01 0.00
H -3.402 0.286 -0.815 0.00 -0.01 0.00
```
Forces are in eV/Å.

E_tot, eV: -82623.8304
Net charge: -1
Multiplicity: 1
Frontier orbital gap, eV: 6.26
HOMO, eV: -3.95


C17H22N3O7STa as an isolated structure. Source: OMol25; level of theory: ωB97M-V/def2-TZVPD.

XYZ file:
```
51
Properties=species:S:1:pos:R:3:forces:R:3
Ta 0.305 -0.980 -0.135 -0.19 -0.27 -0.08
C 1.279 -1.431 2.043 0.01 0.00 0.00
C -0.124 -1.492 2.207 0.02 0.01 0.00
C -0.604 -2.606 1.485 0.01 0.01 -0.01
C 0.492 -3.219 0.855 0.05 0.01 -0.01
C 1.662 -2.491 1.198 -0.04 0.00 0.00
H 1.937 -0.686 2.459 0.00 0.00 0.01
H -0.722 -0.807 2.787 0.00 0.00 0.00
H -1.635 -2.911 1.397 0.00 -0.01 0.00
H 0.438 -4.086 0.215 0.00 0.00 0.00
H 2.673 -2.708 0.889 0.00 -0.01 0.01
N 1.539 -2.336 -1.762 -0.02 -0.03 0.01
C 1.713 -1.767 -3.136 0.00 0.01 -0.01
C 2.357 -0.351 -3.062 0.03 0.01 0.01
C 1.694 0.109 -1.828 0.06 0.01 0.00
O 2.230 -0.095 -0.683 -0.05 -0.06 -0.06
O 0.427 0.285 -1.815 -0.01 0.02 -0.03
H 2.453 -2.612 -1.407 0.00 0.00 0.00
H 0.980 -3.180 -1.859 0.01 0.00 -0.01
H 0.721 -1.688 -3.573 0.00 0.00 0.00
H 2.323 -2.429 -3.746 0.00 0.00 0.00
H 2.082 0.224 -3.942 -0.01 0.00 0.00
H 3.436 -0.388 -2.937 0.00 0.00 -0.01
O -5.379 -1.148 -2.280 0.00 0.00 0.00
C -5.265 -0.221 -1.342 -0.03 0.00 0.00
O -6.162 0.490 -0.998 0.01 0.00 0.00
C -3.927 -0.062 -0.676 -0.01 -0.02 -0.02
C -3.687 0.879 0.312 0.01 -0.01 0.01
N -2.404 0.763 0.683 0.00 0.02 -0.01
N -1.787 -0.206 -0.004 -0.05 -0.06 -0.04
C -2.706 -0.711 -0.828 0.06 0.04 0.09
C -2.191 -1.818 -1.662 -0.06 -0.02 0.00
O -2.831 -2.399 -2.494 0.00 0.00 0.00
O -0.934 -2.081 -1.345 0.18 0.10 0.03
H -4.558 -1.646 -2.452 0.00 0.00 0.00
H -4.360 1.599 0.750 0.00 0.00 -0.01
H -1.888 1.295 1.364 -0.01 -0.01 0.01
O 0.372 0.876 0.922 -0.03 0.26 0.07
S 1.011 2.226 0.416 0.05 -0.01 0.08
C 2.571 2.375 1.323 -0.02 0.01 0.00
C 2.253 3.062 2.644 0.02 0.01 0.00
C 1.246 4.150 2.289 -0.01 0.01 0.01
C 0.166 3.465 1.452 0.00 -0.03 -0.03
H 3.202 2.998 0.684 0.01 0.00 0.00
H 3.010 1.381 1.375 0.01 0.00 -0.02
H 3.160 3.469 3.090 0.00 0.00 0.00
H 1.823 2.352 3.354 0.00 0.00 0.00
H 1.725 4.943 1.714 0.00 0.00 0.00
H 0.794 4.610 3.167 0.00 0.00 0.00
H -0.410 4.125 0.807 0.00 0.00 0.00
H -0.504 2.880 2.085 0.00 0.02 0.01
```
Forces are in eV/Å.

E_tot, eV: -49165.2239
Net charge: +2
Multiplicity: 1
Frontier orbital gap, eV: 8.85
HOMO, eV: -15.45


Calculated relative energy (zero: lowest compared OMol25 entry of this formula, charge and spin), 141.77 10.55 2.77 0.00 0.00 5.29 kcal per mole (same order as the records).